## A
C38H50Cl2NO6P2V as an isolated structure, computed with ωB97M-V/def2-TZVPD.

The calculation puts the frontier orbital gap (spin up / spin down) at 5.9 / 5.9 eV. Its highest occupied orbital energy (spin up / spin down) is -1.6757 / -1.6631 eV. Its LUMO energy (spin up / spin down) is 4.3 / 4.3 eV. As for the expectation value of S²: 2.02.

The geometry in ORCA input format:
```
! wB97M-V def2-TZVPD RIJCOSX def2/J DEFGRID3
* xyz -2 3
V 0.46178 0.21546 -0.12796
C -0.63423 2.44783 3.21027
C -1.21066 1.19791 3.79407
C -1.29718 1.06457 5.17254
C -1.77877 -0.09149 5.76659
C -2.14446 -1.16226 4.96283
C -2.06764 -1.04348 3.58912
C -1.66226 0.14553 2.97187
P -1.46757 0.14040 1.13699
C -2.55728 1.55177 0.49143
C -3.04398 1.08162 -0.84605
C -3.90707 1.73562 -1.62749
C -4.51556 3.01062 -1.33147
C -4.75934 3.57553 -0.14854
C -4.71154 2.97243 1.22535
C -4.59297 4.08372 2.27552
C -2.45543 -1.32247 0.65576
C -3.78701 -1.64410 0.88733
C -4.38815 -2.66916 0.17115
C -3.67583 -3.33729 -0.81387
C -2.34448 -3.03901 -1.03905
C -1.70130 -2.06614 -0.27426
C -0.28245 -1.75275 -0.35334
H 0.24332 2.76413 3.77100
H -1.35231 3.26691 3.23041
H -0.34705 2.27900 2.17397
H -0.96731 1.88712 5.79656
H -1.84750 -0.16604 6.84529
H -2.48852 -2.08932 5.40873
H -2.33109 -1.89071 2.96920
H -2.51326 0.23224 -1.26223
H -4.08068 1.35955 -2.63146
H -4.73213 3.61156 -2.21130
H -5.15525 4.58748 -0.15674
H -3.65195 4.61162 2.16016
H -4.62981 3.65581 3.27536
H -5.41017 4.79868 2.17708
H -4.37123 -1.10520 1.62145
H -5.42454 -2.92515 0.35487
H -4.16476 -4.10077 -1.40534
H -1.78600 -3.56305 -1.80335
H 0.16303 -2.09401 -1.28570
H 0.23797 -2.20911 0.49532
Cl 2.43329 1.56857 1.63174
C 1.49039 0.08015 1.64655
H 1.00664 0.06305 2.63395
H 2.23401 -0.72246 1.62189
C -3.65888 1.87570 1.50533
C -1.51666 2.58040 0.14756
C -1.56140 3.94785 -0.04234
C -0.30477 4.31641 -0.55207
C 0.44382 3.15734 -0.66313
C 1.81631 3.02595 -1.23839
N -0.28454 2.10493 -0.21693
H -5.69995 2.50409 1.38274
H -3.16042 2.12688 2.44014
H -4.19084 0.93621 1.66509
H -2.39053 4.60864 0.14125
H 0.01351 5.31345 -0.80687
H 1.87244 3.54971 -2.19467
H 2.02781 1.97453 -1.42386
H 2.57101 3.44103 -0.56298
C 2.79429 -4.00598 1.58556
C 2.94623 -3.71924 0.08350
C 1.97725 -4.59227 -0.71934
C 4.38388 -4.00688 -0.35174
O 2.65505 -2.34689 -0.05250
P 2.68967 -1.48486 -1.44903
O 2.15359 -2.25519 -2.59273
O 2.16915 -0.15053 -1.03981
O 4.33307 -1.37875 -1.56460
C 4.99915 -0.37333 -2.29835
C 6.35883 -0.98847 -2.67735
C 5.21652 0.84576 -1.39552
C 4.22997 0.00144 -3.56063
H 3.06166 -5.03724 1.80908
H 1.76625 -3.82281 1.89210
H 3.44164 -3.33648 2.14718
H 2.24201 -5.64450 -0.61375
H 2.03021 -4.30032 -1.76362
H 0.95824 -4.43836 -0.37070
H 4.64377 -5.04964 -0.16319
H 5.05601 -3.35285 0.19844
H 4.48159 -3.77931 -1.40824
H 6.83811 -1.38314 -1.78373
H 7.00759 -0.24253 -3.13168
H 6.20694 -1.80568 -3.37854
H 5.86808 0.58039 -0.56243
H 4.25878 1.16772 -0.99723
H 5.66358 1.66447 -1.95673
H 3.98866 -0.90353 -4.11380
H 4.82250 0.66895 -4.18560
H 3.28523 0.48273 -3.31763
Cl -0.19931 -0.79211 -6.05106
C -0.73256 -0.61856 -4.38044
C 0.13245 0.38243 -3.50977
O 1.01617 1.03805 -4.04536
O -0.29815 0.38292 -2.34584
H -0.68969 -1.60350 -3.91439
H -1.76510 -0.25998 -4.40759
*
```

## B
C38H50Cl2NO6P2V as an isolated structure, computed with ωB97M-V/def2-TZVPD.

The calculation puts the frontier orbital gap (spin up / spin down) at 6.6 / 6.6 eV. Its highest occupied orbital energy (spin up / spin down) is -2.3676 / -2.3627 eV. Its LUMO energy (spin up / spin down) is 4.2 / 4.2 eV. As for the expectation value of S²: 2.02.

The geometry in ORCA input format:
```
! wB97M-V def2-TZVPD RIJCOSX def2/J DEFGRID3
* xyz -2 3
V -0.49537 -1.67424 0.69697
C -1.15120 3.79178 3.21381
C -1.35433 2.59983 4.10944
C -1.66099 2.81471 5.44977
C -1.80460 1.76210 6.34181
C -1.61793 0.46112 5.90901
C -1.31380 0.22562 4.57630
C -1.21351 1.27347 3.66285
P -0.82675 0.75924 1.95346
C 0.54305 1.85891 1.46487
C 0.40578 2.78639 0.43844
C 1.46570 3.59155 0.06417
C 2.68364 3.46172 0.71091
C 2.83003 2.52998 1.72440
C 1.77316 1.71541 2.11884
C 1.97662 0.72695 3.23433
C -2.25264 1.20572 0.92500
C -3.38613 1.86888 1.38454
C -4.53353 1.94652 0.61051
C -4.54566 1.32535 -0.63503
C -3.43425 0.64333 -1.09011
C -2.25319 0.55664 -0.33257
C -1.10084 -0.22751 -0.77633
H -1.54454 4.69091 3.69159
H -1.63343 3.67392 2.24538
H -0.08915 3.94472 3.00991
H -1.77814 3.83533 5.79826
H -2.04952 1.96461 7.37841
H -1.70062 -0.37341 6.59318
H -1.11849 -0.78453 4.23545
H -0.53892 2.86066 -0.08718
H 1.35592 4.28583 -0.75843
H 3.53014 4.06193 0.40126
H 3.79350 2.40311 2.20695
H 3.02228 0.41745 3.27418
H 1.37048 -0.17448 3.11699
H 1.71684 1.16468 4.20333
H -3.39040 2.29841 2.37948
H -5.40943 2.46348 0.98238
H -5.43878 1.36091 -1.24974
H -3.46351 0.14055 -2.05046
H -0.17403 0.36163 -0.81474
H -1.24213 -0.64435 -1.77625
Cl 1.95800 -1.46570 0.70660
C 0.98789 -2.46180 -0.52711
H 1.34914 -3.48862 -0.47320
H 1.18987 -2.00544 -1.49525
C -1.55930 -3.96619 -1.56205
C -2.44008 -3.76289 -0.36916
C -3.60398 -4.43555 -0.08510
C -4.10363 -3.89075 1.12643
C -3.21456 -2.92145 1.52057
C -3.31040 -2.05126 2.73079
N -2.17591 -2.83509 0.62185
H -2.12173 -4.48711 -2.33984
H -0.67480 -4.56853 -1.33339
H -1.20563 -3.01895 -1.97043
H -4.04086 -5.21361 -0.69454
H -5.00727 -4.16113 1.65342
H -4.18198 -2.34759 3.31833
H -3.43140 -0.99369 2.47163
H -2.42907 -2.14569 3.36131
C -1.01923 0.84352 -4.97369
C 0.21942 1.56165 -4.44595
C -0.18529 2.54558 -3.35067
C 0.94468 2.27970 -5.58167
O 1.04198 0.51957 -3.92626
P 2.30382 0.78945 -2.92455
O 3.14296 1.92482 -3.42652
O 1.82309 0.77371 -1.51761
O 3.02717 -0.63884 -3.24563
C 4.42197 -0.85485 -3.04705
C 5.20636 -0.25157 -4.20877
C 4.57458 -2.37319 -3.02860
C 4.88545 -0.26866 -1.71486
H -1.72983 1.55790 -5.39731
H -1.50412 0.30403 -4.15985
H -0.73494 0.12623 -5.74549
H -0.77428 3.35883 -3.78530
H 0.69704 2.96753 -2.87023
H -0.77869 2.03931 -2.58790
H 0.29521 3.04348 -6.01975
H 1.21581 1.56107 -6.35841
H 1.85697 2.73798 -5.20370
H 4.89085 -0.71046 -5.14856
H 6.27715 -0.42892 -4.07316
H 5.01237 0.81857 -4.26200
H 4.19175 -2.79575 -3.95886
H 4.00408 -2.79360 -2.19959
H 5.62468 -2.65570 -2.91662
H 4.73092 0.80987 -1.69716
H 5.94976 -0.47880 -1.57128
H 4.31678 -0.70362 -0.89262
Cl 0.21747 -6.20813 3.13897
C 0.05386 -4.63416 2.29734
C -0.05160 -3.42720 3.23122
O -0.03884 -3.54313 4.44681
O -0.14566 -2.31544 2.59665
H -0.83195 -4.69290 1.66710
H 0.93261 -4.52164 1.66540
*
```

Quick ranking, most stable first: B, A.

## A
C23H27CaN3O3P2S3 as an isolated structure, computed with ωB97M-V/def2-TZVPD.

The calculation puts the frontier orbital gap at 5.8 eV. Its highest occupied orbital energy is -1.3558 eV. Its LUMO energy is 4.5 eV.

The geometry in ORCA input format:
```
! wB97M-V def2-TZVPD RIJCOSX def2/J DEFGRID3
* xyz -2 1
Ca -0.77815 0.25300 0.14184
C 0.27482 4.15084 -0.98359
C -0.84501 3.30819 -0.43544
O -0.66040 2.64659 0.58130
C -2.15962 3.31401 -1.11205
C -2.61722 4.51137 -1.67318
C -3.89747 4.63851 -2.17372
C -4.73851 3.51480 -2.12216
C -4.30325 2.31346 -1.61792
C -2.97997 2.14607 -1.11721
O -2.55071 1.00131 -0.74483
H 1.20357 3.58813 -0.86923
H 0.34755 5.08266 -0.41329
H 0.12766 4.38704 -2.03522
H -1.95369 5.36987 -1.67945
H -4.24543 5.57800 -2.58286
H -5.75430 3.59226 -2.49734
H -4.94758 1.44354 -1.59049
O 0.72232 0.97668 -1.33743
N 1.24568 0.62180 -2.49373
C 0.49966 -0.17905 -3.29260
C 0.95120 -0.59883 -4.50958
C 2.22000 -0.17129 -4.91699
C 2.95208 0.64420 -4.09944
C 2.49210 1.08659 -2.83093
S 3.36846 2.15575 -1.82575
H -0.45158 -0.46704 -2.86814
H 0.32908 -1.24873 -5.10682
H 2.62567 -0.48361 -5.87224
H 3.93253 0.99703 -4.38784
C 2.47564 3.20815 2.07483
P 1.66277 1.56246 2.02689
C 0.47091 1.78258 3.42509
C 2.94064 0.56840 2.91913
C 2.40774 -0.85016 3.20670
P 1.34020 -1.45211 1.80873
C 2.66255 -1.63138 0.52921
C 1.12955 -3.19981 2.29601
H 2.73790 3.49593 3.09853
H 1.80641 3.95754 1.64965
H 3.37588 3.17591 1.45866
H 0.99152 1.95471 4.37323
H -0.16751 0.90123 3.52817
H -0.17480 2.63420 3.20585
H 3.24353 1.08445 3.83687
H 3.81447 0.50668 2.26439
H 1.78374 -0.83184 4.10540
H 3.22365 -1.55951 3.38135
H 3.55994 -2.10939 0.93756
H 2.93148 -0.65825 0.10831
H 2.26302 -2.24511 -0.28040
H 2.09255 -3.66427 2.53110
H 0.65333 -3.72881 1.47042
H 0.46952 -3.25948 3.16330
S -0.70851 -2.34873 -0.81516
C -1.91481 -3.13137 0.20581
C -2.29998 -4.47114 -0.22879
N -2.56777 -5.53086 -0.59496
C -2.50146 -2.65645 1.33915
S -2.27661 -1.12004 2.14519
C -3.46609 -3.54065 1.99818
N -4.23009 -4.20492 2.54830
*
```

## B
C23H27CaN3O3P2S3 as an isolated structure, computed with ωB97M-V/def2-TZVPD.

The calculation puts the frontier orbital gap at 5.8 eV. Its highest occupied orbital energy is -1.2601 eV. Its LUMO energy is 4.5 eV.

The geometry in ORCA input format:
```
! wB97M-V def2-TZVPD RIJCOSX def2/J DEFGRID3
* xyz -2 1
Ca -0.05728 -1.08488 0.10432
C -2.06658 0.45721 3.52594
C -1.54222 0.58005 2.10618
O -0.43586 0.08958 1.87448
C -2.34347 1.29474 1.12481
C -3.50019 1.98858 1.52258
C -4.29969 2.66113 0.63222
C -3.95856 2.64385 -0.73149
C -2.85115 1.97280 -1.16757
C -1.98756 1.25598 -0.27430
O -0.99108 0.61828 -0.73334
H -1.35472 -0.13415 4.09727
H -3.03202 -0.04950 3.52549
H -2.17483 1.44080 3.98765
H -3.77820 1.99973 2.56878
H -5.18825 3.17850 0.97280
H -4.59211 3.16287 -1.44398
H -2.58849 1.94090 -2.21896
O 0.63655 -1.69134 -1.83813
N -0.12643 -1.11506 -2.74702
C -1.38593 -1.57283 -2.90609
C -2.26926 -1.03247 -3.80450
C -1.84595 0.04612 -4.57874
C -0.56358 0.51211 -4.42373
C 0.34647 -0.06791 -3.51468
S 1.95142 0.46024 -3.41421
H -1.65442 -2.37979 -2.23727
H -3.26822 -1.43631 -3.87940
H -2.51663 0.51428 -5.29007
H -0.19524 1.34740 -4.99988
C 1.39161 2.86562 2.07797
P 1.74189 1.75532 0.63303
C 1.86694 3.06103 -0.66521
C 3.55877 1.47210 0.91849
C 4.08592 0.49665 -0.14416
P 2.99412 -1.00971 -0.20901
C 3.89890 -2.01066 -1.45921
C 3.64759 -1.85922 1.30481
H 2.12694 3.66800 2.18419
H 1.37127 2.26153 2.98712
H 0.39773 3.29620 1.93692
H 2.63558 3.80329 -0.42708
H 0.89415 3.54719 -0.76189
H 2.09234 2.57611 -1.61495
H 3.66836 1.02535 1.91212
H 4.10432 2.42279 0.91633
H 5.12265 0.20441 0.05427
H 4.04187 0.95520 -1.13552
H 4.96857 -2.07366 -1.23805
H 3.73489 -1.55820 -2.43470
H 3.45885 -3.00904 -1.46319
H 4.74112 -1.84212 1.35733
H 3.29359 -2.89085 1.28980
H 3.22684 -1.39077 2.19651
S 0.48560 -3.25914 1.72710
C -1.07603 -3.97814 1.98150
C -1.05177 -5.15719 2.78180
N -0.99778 -6.10938 3.43320
C -2.29475 -3.54657 1.51297
S -2.62066 -2.15302 0.51635
C -3.45563 -4.29368 1.86253
N -4.42029 -4.87034 2.12948
*
```

Quick ranking, most stable first: A, B.

## A
An isolated ion of composition C8H17N4 and charge +1, computed with ωB97M-V/def2-TZVPD.

The calculation puts the frontier orbital gap at 8.7 eV. Its highest occupied orbital energy is -13.5280 eV. Its LUMO energy is -4.8 eV. The SMILES is CCCCCCCc1nn[nH][nH+]1.

The geometry in ORCA input format:
```
! wB97M-V def2-TZVPD RIJCOSX def2/J DEFGRID3
* xyz 1 1
C 4.48497 -0.87029 0.68963
C 3.21407 -1.23214 -0.09526
C 2.02985 -0.33703 0.31206
C 1.52303 0.55683 -0.80920
C 0.27795 1.37540 -0.36963
C -0.97923 0.54811 -0.52091
C -2.24845 1.31059 -0.06493
C -3.29806 0.39656 0.39074
N -3.67759 0.12527 1.65908
N -4.61052 -0.77926 1.62582
N -4.84933 -1.08146 0.38406
N -4.05634 -0.35597 -0.41409
H 4.80093 0.13240 0.42008
H 5.27905 -1.58337 0.50383
H 4.25445 -0.85768 1.75150
H 2.98344 -2.27360 0.09547
H 3.43469 -1.10366 -1.15112
H 1.22791 -0.97288 0.68061
H 2.32381 0.30415 1.13938
H 2.30117 1.22552 -1.15956
H 1.21606 -0.06460 -1.65028
H 0.42595 1.63711 0.67454
H 0.21456 2.27852 -0.96857
H -1.08737 0.27793 -1.57020
H -0.90307 -0.38420 0.03264
H -2.03333 2.03581 0.70957
H -2.65590 1.86905 -0.90650
H -5.53009 -1.74355 0.03413
H -4.06259 -0.43359 -1.42287
*
```

## B
A 2-piece molecular cluster, C8H17N4 overall, computed with ωB97M-V/def2-TZVPD.

The calculation puts the frontier orbital gap (spin up / spin down) at 5.9 / 7.2 eV. Its highest occupied orbital energy (spin up / spin down) is -12.3472 / -12.8193 eV. Its LUMO energy (spin up / spin down) is -6.5 / -5.6 eV.

The geometry in ORCA input format:
```
! wB97M-V def2-TZVPD RIJCOSX def2/J DEFGRID3
* xyz 1 1
C -2.01103 1.14615 0.55049
C 1.53752 -1.62843 1.36720
C -0.13075 -2.86890 0.29816
C 0.80759 -0.27004 0.94242
C -0.90351 -1.63388 0.08294
C 0.04731 3.26078 -1.58122
C -0.49737 2.69430 -0.31735
C -1.39794 1.56598 -0.54876
N -2.52152 0.76156 1.50653
N 0.72118 -2.80467 1.43043
N 0.68386 -0.60081 -1.47051
N 0.00118 -0.48123 -0.19343
H 2.21512 -1.67921 0.56187
H 2.07973 -1.41596 2.27710
H -0.68078 -3.72503 0.34491
H 0.56305 -2.93798 -0.64845
H 0.13487 0.03340 1.70244
H 1.58546 0.52804 0.73760
H -1.56310 -1.84313 -0.70397
H -1.53895 -1.24600 0.92975
H -0.68769 3.80378 -2.17944
H 0.96112 3.90357 -1.52815
H 0.41276 2.30661 -2.17429
H -0.95874 3.57380 0.15301
H 0.04109 2.48108 0.52034
H -1.76014 1.32204 -1.62795
H 0.26797 -2.81328 2.40128
H 1.46182 0.03971 -1.43069
H 1.12989 -1.47225 -1.40226
*
```

Quick ranking, most stable first: A, B.

## A
One molecule with the formula C4H8N3P, computed with ωB97M-V/def2-TZVPD.

The calculation puts the frontier orbital gap at 8.8 eV. Its highest occupied orbital energy is -8.2445 eV. Its LUMO energy is 0.6 eV. The SMILES is CPc1nncn1C.

The geometry in ORCA input format:
```
! wB97M-V def2-TZVPD RIJCOSX def2/J DEFGRID3
* xyz 0 1
C 2.00556 -1.78659 0.29769
P 1.78462 0.04565 0.06581
C 0.04213 -0.06636 -0.19792
N -0.79224 -1.49701 -0.64999
N -1.95478 -1.02288 -0.83017
C -2.04808 0.23329 -0.58041
N -0.91030 0.76018 -0.09695
C -0.92362 2.06432 0.61480
H 1.25087 -2.22690 -0.32561
H 1.84431 -2.13569 1.38254
H 3.07868 -2.12279 -0.00689
H 2.10465 0.00273 -1.39718
H -2.95476 0.76724 -0.70497
H -0.69276 1.81714 1.69647
H 0.02763 2.64386 0.37369
H -1.86191 2.52380 0.35906
*
```

## B
One molecule with the formula C4H8N3P, computed with ωB97M-V/def2-TZVPD.

The calculation puts the frontier orbital gap at 9.8 eV. Its highest occupied orbital energy is -9.2204 eV. Its LUMO energy is 0.6 eV. The SMILES is CPc1nncn1C.

The geometry in ORCA input format:
```
! wB97M-V def2-TZVPD RIJCOSX def2/J DEFGRID3
* xyz 0 1
C 2.11867 1.48748 -0.16338
P 1.52643 -0.10883 0.47683
C -0.56132 0.68203 0.24393
N -1.01259 1.90814 0.09438
N -2.30104 1.82008 -0.07949
C -2.68756 0.55617 0.06158
N -1.59294 -0.22211 0.31320
C -1.38285 -1.70064 0.29235
H 1.94634 2.35907 0.51525
H 1.67406 1.70138 -1.10931
H 3.32021 1.35050 -0.19756
H 1.57037 0.38828 1.81879
H -3.76719 0.34773 0.06758
H -0.36867 -1.84415 0.69979
H -2.11093 -2.35844 0.99211
H -1.49817 -1.98206 -0.71375
*
```

Quick ranking, most stable first: B, A.